# 1
118
Properties=species:S:1:pos:R:3:forces:R:3 method="wB97M-V/def2-TZVPD" e_homo_ev=-15.630 total_charge=+3 homo_lumo_gap_ev=7.30
C -1.84547 -2.42874 0.74965 -0.2 0.1 0.3
C -2.51610 -1.02257 0.92523 1.6 -0.3 0.7
C -3.99242 -1.12802 0.78848 -0.8 -0.7 0.1
O -2.05760 -0.27233 2.07249 0.0 0.7 -0.1
H -2.23305 -2.90499 -0.15094 0.0 0.1 -0.2
H -2.03455 -3.15182 1.54307 -0.5 0.3 0.4
H -0.75824 -2.47383 0.68641 0.2 0.7 -0.2
H -2.33225 -0.50148 -0.01432 1.1 0.6 -0.1
H -4.44242 -1.92847 1.37576 -0.1 0.1 0.3
H -4.15732 -1.41518 -0.25000 -0.4 0.1 -0.1
H -4.45921 -0.16410 0.99113 -0.2 0.0 0.0
C -4.85626 -0.00409 6.73338 0.0 -1.9 -1.1
C -4.28834 -0.60012 5.42718 1.1 0.5 0.4
C -5.22124 -1.13013 4.33135 0.1 -0.9 0.2
O -5.95615 -2.22742 4.87523 0.5 1.7 -0.3
C -6.47773 -2.96530 3.77665 -0.4 -1.3 1.3
N -3.26282 0.40796 4.88945 -0.3 -0.6 -0.8
H -2.42408 0.33125 5.44689 -0.3 1.0 1.2
H -2.83982 0.12513 4.01700 -0.3 -0.8 -2.2
H -3.70007 1.30554 4.73698 0.3 0.6 0.6
H -5.36623 0.95368 6.62994 0.1 -0.1 0.0
H -4.09982 -0.06873 7.51550 -0.1 0.5 0.0
H -5.55962 -0.80951 6.94473 -0.5 0.4 0.6
H -3.54510 -1.36477 5.65304 -0.8 -0.8 0.4
H -4.65368 -1.55356 3.50269 0.7 0.3 0.0
H -5.86171 -0.39898 3.83806 -0.4 0.5 0.4
H -5.63702 -3.43008 3.26158 -0.2 0.2 -0.6
H -7.20392 -2.40382 3.18887 0.4 0.1 -0.3
H -7.01525 -3.78023 4.26148 -0.1 0.0 -0.2
C -3.38581 4.53082 1.05963 -0.2 -0.4 -0.3
C -3.12048 3.02145 0.91092 -1.1 2.2 -2.4
C -2.41215 2.75178 -0.42120 -1.2 0.9 -1.4
O -3.28378 3.17370 -1.54367 -1.1 -0.4 6.2
C -2.83310 2.98037 -2.78471 1.4 0.4 -1.4
N -2.32639 2.58994 2.03967 1.3 1.0 -0.1
H -2.74663 2.99230 2.86526 -0.2 -0.5 0.6
H -2.14442 1.60171 1.93763 -0.7 -3.2 0.9
H -1.37149 2.91843 2.02071 0.3 1.1 -0.3
H -3.74587 4.99638 0.14218 -0.6 -0.5 0.0
H -2.46750 5.10194 1.19611 0.2 -0.2 0.6
H -4.11121 4.65176 1.86417 0.1 0.6 0.0
H -4.04787 2.45020 0.95223 0.0 0.0 0.0
H -2.14831 1.69425 -0.43235 0.3 -0.2 -0.6
H -1.58466 3.45546 -0.51163 0.8 -0.4 0.2
H -2.68743 1.90997 -2.93013 -0.2 0.0 -1.0
H -1.89476 3.52640 -2.88193 0.6 -0.2 -0.5
H -3.54310 3.55239 -3.38203 0.0 -0.9 -0.7
C 2.43327 1.31651 4.89808 1.0 0.0 0.0
C 2.04727 0.24256 3.88593 2.2 0.8 0.8
C 2.68787 -1.13876 4.22811 -3.5 -1.3 -0.9
O 2.13392 -2.08674 3.21037 1.2 1.0 0.3
C 2.73229 -3.43845 3.21504 -0.8 0.8 0.4
N 0.53717 0.33794 3.75092 0.9 -0.9 -1.0
H 0.24078 1.17760 3.27424 0.4 0.3 -0.5
H 0.25323 -0.42401 3.15184 -1.0 -0.8 -0.5
H -0.02068 0.35092 4.59278 0.5 -0.6 0.7
H 3.51537 1.44750 4.89896 0.1 -0.1 -0.1
H 2.19564 1.05411 5.92900 -0.3 -0.1 0.0
H 2.06646 2.31468 4.65893 -0.3 -0.1 -0.1
H 2.57161 0.42108 2.94717 -1.1 0.7 -0.6
H 2.21815 -1.37242 5.18355 0.7 -0.7 0.4
H 3.77767 -1.14907 4.24684 -0.1 0.4 0.0
H 2.31583 -3.85211 4.13349 0.8 -0.6 0.0
H 3.81201 -3.44070 3.06570 0.1 0.4 0.8
H 2.42156 -4.04809 2.36657 -0.8 0.6 -0.1
C 5.20357 -2.00659 -6.36099 0.5 0.1 -0.1
C 5.56133 -1.46710 -4.97193 -1.3 0.3 0.1
C 4.62215 -0.30813 -4.34876 2.1 -2.0 0.3
C 3.18443 -0.75490 -4.01640 -0.5 0.4 -1.6
P 2.30465 0.11064 -2.75352 1.7 1.4 0.9
C 3.35265 -0.30354 -1.33524 0.0 0.4 1.0
C 3.75225 -1.75590 -1.16933 -1.4 -1.1 -1.8
C 4.13912 -2.24128 0.19054 1.9 -1.6 0.0
C 4.37570 -3.85843 0.13146 0.2 2.1 1.0
C 2.44897 1.94709 -3.00374 -0.8 -1.0 -0.3
C 1.50675 2.62851 -4.03449 0.7 0.3 0.9
C 1.77682 4.17668 -4.05496 -0.3 -1.0 -1.0
C 3.24201 4.66481 -4.18024 -1.3 -0.2 0.5
C 0.61266 -0.34542 -2.44441 -0.7 0.0 -0.2
C -0.20097 -0.92900 -3.59031 -0.3 -0.3 -0.7
C -1.64487 -1.08960 -3.14800 -0.7 0.1 -0.6
C -2.62418 -1.08372 -4.36112 0.8 -0.4 0.0
H 5.38098 -1.30019 -7.17194 0.1 0.3 0.2
H 4.16950 -2.32035 -6.50365 -0.1 -0.1 0.4
H 5.84896 -2.85244 -6.59788 -0.1 -0.1 0.1
H 6.59608 -1.14165 -4.86492 0.0 0.5 -0.7
H 5.59336 -2.25935 -4.22399 -0.6 -0.4 0.0
H 4.75334 0.59194 -4.94940 -0.6 0.0 0.1
H 5.24885 -0.24767 -3.45898 -0.5 0.9 0.5
H 3.05147 -1.79508 -3.71898 0.4 -0.2 -0.4
H 2.57629 -0.55670 -4.89900 -0.1 -0.5 -0.4
H 2.91114 -0.04281 -0.37337 -0.3 0.6 -0.1
H 4.24319 0.31237 -1.46051 0.1 0.2 0.1
H 4.33639 -2.06206 -2.03717 1.3 0.2 0.6
H 2.94120 -2.42754 -1.45078 -1.1 0.2 0.2
H 3.46738 -1.87440 0.96658 -0.7 -0.6 -0.1
H 5.06748 -1.77189 0.51601 0.4 -0.1 -0.2
H 4.76883 -4.19181 1.09189 -0.5 0.0 0.3
H 5.22872 -4.13235 -0.48938 -0.4 0.3 -0.7
H 3.45743 -4.38652 -0.12543 0.2 0.0 -0.1
H 3.48252 2.12223 -3.30239 0.1 0.0 0.2
H 2.27407 2.34060 -2.00242 0.1 0.3 0.1
H 0.45616 2.49764 -3.77521 -0.1 -0.1 0.2
H 1.61337 2.16258 -5.01410 0.3 0.2 -0.1
H 1.21624 4.63038 -3.23765 0.3 0.1 0.2
H 1.24480 4.46728 -4.96083 0.0 0.4 0.0
H 3.17233 5.72822 -4.40920 0.4 -0.1 -0.3
H 3.73769 4.09650 -4.96727 0.2 0.3 0.0
H 3.77181 4.59334 -3.23035 0.2 -0.2 -0.1
H 0.10670 0.59377 -2.22077 0.1 0.4 0.1
H 0.48994 -0.91675 -1.52428 0.4 -0.4 0.0
H 0.10444 -1.91323 -3.94540 0.6 0.0 0.1
H -0.17598 -0.28028 -4.46589 0.2 0.2 0.0
H -1.86087 -0.28202 -2.44853 -0.3 -0.1 0.2
H -1.66193 -2.05820 -2.64838 -0.5 0.2 0.4
H -3.66227 -0.77479 -4.23855 0.2 0.0 0.6
H -2.63947 -2.10008 -4.75467 -0.1 0.1 -0.2
H -2.21015 -0.43991 -5.13713 -0.1 0.0 -0.1

# 2
65
Properties=species:S:1:pos:R:3:forces:R:3 method="wB97M-V/def2-TZVPD" e_homo_ev=-10.455 e_above_lowest_kcal_mol=23.31 total_charge=+1 homo_lumo_gap_ev=7.67
Ir -0.04543 -0.26833 0.02750 0.0 0.1 0.1
Cl 0.36825 1.98662 6.68440 0.0 0.0 0.0
C 0.14578 1.08326 5.22812 0.0 0.0 0.0
C 0.42701 1.66682 4.00906 0.0 0.0 0.0
C 0.22985 0.90188 2.87334 0.0 0.0 0.0
Cl 0.52404 1.64556 1.29978 0.0 0.0 0.0
C -0.24807 -0.40850 2.86002 0.0 0.0 0.0
O -0.48743 -1.11627 1.77272 0.0 0.0 -0.1
C -0.50752 -0.95143 4.13425 0.0 0.0 0.0
Cl -1.10533 -2.56673 4.21416 0.0 0.0 0.0
C -0.31695 -0.22664 5.29248 0.0 0.0 0.0
H 0.77140 2.68950 3.94367 0.0 0.0 0.0
H -0.53768 -0.67963 6.24878 0.0 0.0 0.0
C -2.90172 -2.11855 -1.61926 0.0 0.0 0.0
C -1.50976 -2.62717 -1.49146 0.0 0.0 0.0
N -0.44681 -2.05862 -0.95178 0.0 0.0 0.0
C 0.67845 -2.87200 -1.07495 0.0 0.0 0.0
C 0.46445 -4.04479 -1.70790 0.0 0.0 0.0
S -1.16957 -4.16227 -2.16220 0.0 0.0 0.0
C 1.92429 -2.41314 -0.48351 0.0 0.0 0.0
C 3.11700 -3.05430 -0.45051 0.0 0.0 0.0
S 4.22840 -2.13592 0.45329 0.0 0.0 0.0
C 3.05605 -0.92614 0.72949 0.0 0.0 0.0
N 1.89783 -1.20029 0.17300 0.0 0.0 0.0
C 3.41501 0.25328 1.56633 0.0 0.0 0.0
H -3.01288 -1.16231 -1.12398 0.0 0.0 0.0
H -3.59587 -2.83789 -1.18584 0.0 0.0 0.0
H -3.15082 -2.00653 -2.67642 0.0 0.0 0.0
H 1.17380 -4.83067 -1.90327 0.0 0.0 0.0
H 3.37806 -4.00561 -0.88166 0.0 0.0 0.0
H 4.45642 0.18555 1.87528 0.0 0.0 0.0
H 2.79461 0.28274 2.46257 0.0 0.0 0.0
H 3.27813 1.18478 1.02141 0.0 0.0 0.0
C 0.01937 2.08137 -5.00693 0.0 0.1 0.1
N -0.04386 1.13258 -3.90008 0.1 -0.2 -0.1
C -1.30736 0.43477 -3.67395 0.0 0.0 -0.1
C 0.87632 1.04578 -2.91802 -0.1 0.0 0.1
O 0.55456 0.56499 -1.81050 0.0 -0.1 -0.1
N 2.14368 1.49105 -3.10129 0.0 0.3 0.0
C 2.96092 1.78768 -1.93622 0.0 -0.1 0.0
C 2.87205 1.52882 -4.35850 0.0 -0.1 0.0
H -0.99806 2.36589 -5.26363 0.0 0.1 0.0
H 0.48138 1.66636 -5.90134 0.0 0.0 0.0
H 0.54932 2.98458 -4.70858 0.1 0.0 0.0
H -1.89222 0.48030 -4.58852 0.0 0.0 0.0
H -1.87845 0.88713 -2.86190 0.0 0.0 0.0
H -1.11948 -0.61134 -3.43676 0.0 0.0 0.0
H 2.33865 1.85313 -1.04940 0.0 0.0 0.0
H 3.46743 2.74157 -2.09006 0.0 0.0 0.0
H 3.71948 1.01361 -1.78352 0.0 0.0 0.0
H 2.33737 1.01177 -5.14533 -0.1 0.0 0.0
H 3.82196 1.00930 -4.21781 0.0 0.0 0.0
H 3.08407 2.55275 -4.67164 0.0 0.0 0.0
F -4.20412 0.63052 5.35724 0.0 0.0 0.0
C -3.76602 0.68340 4.10664 0.0 0.0 0.0
C -3.18548 1.84016 3.62117 0.0 0.0 0.0
F -3.06301 2.90621 4.40891 0.0 0.0 0.0
C -2.71864 1.87718 2.31760 0.0 0.0 0.0
F -2.15465 3.01581 1.90525 0.0 0.0 0.0
C -2.79097 0.77609 1.47250 0.0 0.0 0.0
S -2.13305 0.82267 -0.17014 0.0 -0.1 0.0
C -3.39961 -0.36380 1.99024 0.0 0.0 0.0
F -3.51893 -1.46039 1.23693 0.0 0.0 0.0
C -3.88560 -0.42410 3.28122 0.0 0.0 0.0
F -4.46005 -1.53210 3.73950 0.0 0.0 0.0

# 3
14
Properties=species:S:1:pos:R:3:forces:R:3 method="wB97M-V/def2-TZVPD" smiles="C/C=C/N(C)[O-]" e_homo_ev="-1.159 / -1.159" e_above_lowest_kcal_mol=54.34 total_charge=-1 homo_lumo_gap_ev="5.24 / 5.24"
C 0.97348 0.18246 0.24589 -0.2 -0.6 -3.0
C 0.12545 -0.02317 -0.77207 -4.6 1.2 2.2
C 2.40720 0.49135 0.09740 1.2 0.0 -2.0
C -2.13483 -0.36637 0.53555 0.9 1.5 1.4
N -1.44545 0.05921 -0.71361 2.3 -0.2 1.8
O -2.07795 -0.68793 -1.63598 0.0 -0.6 -2.0
H 0.59903 -0.19218 1.10629 -0.8 -0.6 3.4
H 0.26164 0.15619 -1.77021 1.0 0.2 -2.5
H 3.09584 -0.49382 -0.01960 -1.2 2.4 0.1
H 2.50484 1.28754 -0.76862 0.3 -2.0 1.2
H 2.70244 1.06969 0.94750 0.7 0.1 0.8
H -3.12339 -0.65056 0.26926 -0.5 -0.4 -0.4
H -1.61931 -1.13902 1.05252 0.5 -1.6 0.0
H -2.26898 0.30662 1.42568 0.4 0.8 -1.0

# 4
13
Properties=species:S:1:pos:R:3:forces:R:3 method="wB97M-V/def2-TZVPD" e_homo_ev=-7.689 e_above_lowest_kcal_mol=156.09 homo_lumo_gap_ev=8.60
C -1.60847 -0.74038 0.37314 0.9 0.4 -0.9
O -0.83711 -0.42509 1.47113 0.0 0.0 -0.1
C 0.44871 -0.01868 1.10308 0.2 0.2 0.2
C 1.22522 -0.33353 -0.15654 0.5 -0.2 0.2
O 0.45248 -0.74194 -1.27847 0.3 -0.2 -0.2
C -0.42012 0.33847 -1.01130 0.0 -0.2 0.0
C 0.49054 0.98596 -0.00874 0.0 0.2 0.0
H -1.83126 0.10831 -0.33512 -1.5 0.1 0.4
H -1.26273 -1.65161 -0.11169 -0.2 0.1 -0.1
H 1.06433 0.17823 1.97496 0.0 -0.1 -0.1
H 2.28137 -0.57918 -0.18321 -0.1 0.0 0.1
H -0.78981 0.85455 -1.91296 -0.1 -0.3 0.5
H 0.78685 2.02489 0.07571 0.0 -0.2 -0.1

Maximum force: 6.27, 0.26, 5.27, 1.54 (eV/Å)